2 unconnected molecules or ions with the total composition H3N3O2, computed with wB97M-V/def2-TZVPD.

Energy above the lowest of the compared OMol25 structures with the same formula, charge and spin = 374.3 kJ/mol
LUMO energy (alpha / beta) = -1.11 / -1.00 eV
Kohn-Sham gap (alpha / beta) = 0.1764 / 0.1820 hartree

Last column: natural (NBO) charge in e.
Element x y z (Å)
N  2.46  -1.19  -0.05  -0.03
N  -0.92  0.98  0.55  -0.58
N  -0.54  -0.25  0.79  0.07
O  0.23  -0.73  -0.25  -0.49
O  3.23  -0.50  -0.62  -0.26
H  -0.99  1.63  1.23  0.38
H  -0.88  1.40  -0.44  0.38
H  0.77  -1.57  0.12  0.53

A molecular structure, C13H25BO3P2W, computed with wB97M-V/def2-TZVPD.

2S+1 = 3
LUMO energy (alpha / beta) = -9.16 / -9.20 eV
Kohn-Sham gap (alpha / beta) = 0.1684 / 0.2014 hartree
Charge = +2

Last column: natural (NBO) charge in e.
Element x y z (Å)
W  -0.49  -1.34  0.37  0.52
H  0.06  2.14  0.77  -0.04
H  0.91  3.31  1.57  0.03
P  -1.39  0.13  -1.09  0.98
P  1.73  -1.02  0.53  1.01
C  2.06  -2.05  2.00  -0.94
H  3.10  -2.41  1.97  0.30
H  1.90  -1.46  2.91  0.27
H  1.40  -2.92  2.03  0.25
C  2.68  -1.85  -0.82  -0.92
H  2.86  -1.13  -1.63  0.27
H  3.64  -2.25  -0.47  0.28
H  2.09  -2.66  -1.24  0.26
C  2.85  0.40  0.79  -0.94
H  2.57  0.93  1.70  0.29
H  3.90  0.08  0.86  0.28
H  2.77  1.11  -0.04  0.27
C  -0.98  -0.43  -2.80  -0.91
H  -1.76  -0.07  -3.49  0.27
H  -0.01  -0.03  -3.11  0.26
H  -0.95  -1.52  -2.83  0.25
C  -3.22  -0.07  -1.12  -0.90
H  -3.65  0.59  -0.34  0.27
H  -3.57  0.22  -2.12  0.28
H  -3.47  -1.12  -0.92  0.25
C  -1.27  1.95  -1.38  -0.90
H  -0.25  2.24  -1.64  0.26
H  -1.93  2.26  -2.20  0.27
H  -1.56  2.50  -0.48  0.27
C  -1.66  -1.85  1.92  0.47
O  -2.37  -2.10  2.82  -0.28
H  -0.15  -2.27  -0.95  -0.11
O  -1.02  2.67  2.60  -0.52
B  0.28  2.38  1.97  0.35
O  1.10  1.64  2.94  -0.58
C  0.39  1.64  4.11  0.29
C  0.88  1.58  5.41  -0.26
C  0.27  2.42  6.33  -0.13
C  -0.98  3.04  6.09  -0.16
C  -1.65  2.80  4.89  -0.22
C  -0.90  2.24  3.87  0.29
H  1.79  0.98  5.64  0.25
H  0.72  2.57  7.32  0.25
H  -1.48  3.67  6.82  0.26
H  -2.63  3.17  4.60  0.25

2 unconnected molecules or ions with the total composition CH2FN5, computed with wB97M-V/def2-TZVPD.

Energy above the lowest of the compared OMol25 structures with the same formula, charge and spin = 62.2 kJ/mol
LUMO energy (alpha / beta) = -1.27 / -1.27 eV
Kohn-Sham gap (alpha / beta) = 0.3006 / 0.3007 hartree

Last column: natural (NBO) charge in e.
Element x y z (Å)
C  0.69  0.75  1.74  0.36
N  1.35  0.41  2.67  -0.36
N  -0.23  1.16  0.91  -0.30
N  -0.21  1.00  -0.32  0.17
N  0.21  0.24  -2.44  -0.46
N  -0.17  0.24  -1.25  0.19
F  -0.94  -1.63  0.63  -0.57
H  -0.42  -1.98  1.30  0.57
H  -0.27  -0.19  -3.23  0.39

A molecular structure, C40H67Cl3LaN5O3P3, computed with wB97M-V/def2-TZVPD.

Energy above the lowest of the compared OMol25 structures with the same formula, charge and spin = 342.1 kJ/mol
LUMO energy (alpha / beta) = -4.25 / -4.25 eV
Kohn-Sham gap (alpha / beta) = 0.2188 / 0.2188 hartree
Charge = +1

Last column: Löwdin charge in e.
Element x y z (Å)
La  -0.96  0.87  -1.71  1.74
C  1.90  3.52  2.99  -0.07
C  2.20  2.79  1.69  -0.47
C  1.40  3.34  0.44  -0.09
P  1.96  0.99  1.55  1.19
C  2.29  0.17  3.26  -0.44
C  3.75  -0.01  3.62  -0.09
C  1.65  -1.20  3.37  -0.13
C  3.00  0.28  0.27  -0.25
C  4.39  0.49  0.32  -0.05
C  5.16  -0.08  -0.67  -0.27
C  6.62  0.15  -0.51  -0.06
C  4.51  -0.60  -1.82  0.00
C  3.16  -0.79  -1.82  -0.05
C  2.35  -0.37  -0.78  -0.33
N  0.96  -0.55  -0.83  -0.13
C  0.57  -1.64  -1.61  -0.43
C  0.35  -1.48  -2.99  -0.17
C  -0.28  -2.47  -3.72  -0.07
C  -0.51  -3.74  -3.22  -0.23
C  -1.24  -4.84  -4.00  -0.04
C  -0.11  -3.93  -1.90  -0.05
C  0.45  -2.96  -1.09  -0.33
P  1.42  -3.41  0.35  1.09
C  2.52  -4.57  -0.43  -0.60
C  3.46  -4.06  -1.49  -0.10
C  3.40  -5.08  0.72  -0.13
C  0.42  -4.54  1.47  -0.56
C  0.19  -6.04  1.22  -0.10
C  -0.87  -3.91  1.80  -0.14
H  2.04  4.59  2.90  0.10
H  2.48  3.10  3.78  0.06
H  0.86  3.35  3.20  0.08
H  3.24  2.92  1.46  0.11
H  1.58  2.77  -0.48  0.06
H  1.80  4.32  0.27  0.09
H  0.32  3.41  0.72  0.07
H  1.74  0.73  3.92  0.08
H  4.27  -0.58  2.83  0.09
H  3.82  -0.47  4.62  0.07
H  4.19  1.00  3.72  0.09
H  1.79  -1.92  2.56  0.03
H  0.56  -1.17  3.57  0.08
H  2.10  -1.66  4.21  0.00
H  4.80  1.09  1.09  0.10
H  6.89  0.88  0.26  0.08
H  7.08  0.38  -1.49  0.09
H  7.12  -0.84  -0.16  0.12
H  5.13  -0.96  -2.61  0.12
H  2.77  -1.15  -2.76  0.12
H  0.55  -0.54  -3.46  0.04
H  -0.62  -2.25  -4.70  0.10
H  -1.48  -5.72  -3.36  0.08
H  -0.71  -5.07  -4.97  0.11
H  -2.27  -4.55  -4.26  0.08
H  -0.41  -4.88  -1.49  0.10
H  1.95  -5.44  -0.79  0.11
H  4.05  -3.25  -1.00  0.08
H  3.13  -3.71  -2.46  0.07
H  4.21  -4.88  -1.71  0.10
H  3.79  -4.21  1.23  0.07
H  4.24  -5.61  0.32  0.07
H  2.92  -5.69  1.47  0.06
H  0.98  -4.53  2.40  0.10
H  1.15  -6.60  1.12  0.08
H  -0.39  -6.30  0.38  0.05
H  -0.33  -6.49  2.07  0.08
H  -1.51  -3.78  0.93  0.07
H  -0.69  -2.90  2.20  0.07
H  -1.33  -4.53  2.57  0.09
Cl  3.09  -2.75  6.44  0.59
C  2.55  -2.03  7.89  -1.07
Cl  2.16  -0.33  7.65  0.52
H  3.37  -2.16  8.62  0.05
H  1.72  -2.52  8.29  0.01
O  -2.13  -1.19  -0.73  -0.19
H  -1.66  -2.04  -0.50  0.07
H  -2.94  -1.32  -1.25  0.03
Cl  -2.40  -0.06  -3.88  -0.12
O  -0.60  0.25  1.88  -0.09
N  0.12  0.88  1.03  -0.13
C  -6.35  1.80  0.17  -0.09
C  -5.40  1.52  -0.97  -0.57
C  -5.35  0.04  -1.25  -0.13
P  -3.74  2.23  -0.99  0.98
C  -3.90  3.75  -2.00  -0.53
C  -5.23  4.48  -1.71  -0.10
C  -3.75  3.43  -3.52  -0.10
C  -3.27  2.93  0.65  -0.54
C  -3.55  1.83  1.71  -0.14
C  -3.85  4.18  1.20  -0.13
H  -7.34  1.54  -0.19  0.09
H  -6.45  2.85  0.33  0.06
H  -6.08  1.25  1.07  0.08
H  -5.81  1.98  -1.90  0.11
H  -4.84  -0.41  -0.41  0.07
H  -4.83  -0.18  -2.19  0.05
H  -6.30  -0.33  -1.34  0.06
H  -3.08  4.43  -1.75  0.07
H  -6.12  3.83  -1.59  0.06
H  -5.49  5.14  -2.54  0.08
H  -5.22  5.06  -0.78  0.06
H  -4.63  3.16  -4.03  0.07
H  -2.92  2.67  -3.66  0.02
H  -3.43  4.34  -3.91  0.05
H  -2.18  3.14  0.60  0.08
H  -4.49  1.99  2.25  0.07
H  -2.81  1.75  2.51  0.07
H  -3.75  0.75  1.41  0.09
H  -4.93  4.18  1.27  0.07
H  -3.66  5.09  0.60  0.08
H  -3.45  4.48  2.14  0.07
N  -0.60  5.69  -2.15  0.18
C  -0.28  4.38  -2.39  -0.51
O  -0.94  3.47  -1.82  -0.22
C  0.73  4.04  -3.37  -0.18
C  1.06  2.69  -3.32  -0.19
N  1.16  1.53  -3.19  0.08
C  1.46  5.02  -4.13  -0.21
N  1.97  5.91  -4.65  0.15
H  -0.20  6.47  -2.73  0.13
H  -1.34  5.99  -1.51  0.12

C26H29N5O4 in the gas phase, computed with wB97M-V/def2-TZVPD.

Energy above the lowest of the compared OMol25 structures with the same formula, charge and spin = 4.8 kJ/mol
LUMO energy = 0.32 eV
Kohn-Sham gap = 0.3213 hartree

Last column: natural (NBO) charge in e.
Element x y z (Å)
C  -5.62  7.02  -1.89  -0.63
C  -4.50  7.22  -0.87  -0.07
H  -3.88  8.08  -1.16  0.20
H  -4.91  7.37  0.13  0.19
O  -3.67  6.07  -0.77  -0.51
C  -2.70  5.94  -1.69  0.79
O  -2.50  6.75  -2.56  -0.61
C  -1.90  4.71  -1.50  -0.20
C  -2.18  3.79  -0.48  -0.14
C  -1.41  2.66  -0.35  -0.28
C  -0.35  2.41  -1.22  0.27
C  -0.07  3.32  -2.23  -0.27
C  -0.84  4.46  -2.37  -0.14
H  -0.64  5.17  -3.15  0.24
H  0.75  3.13  -2.91  0.25
N  0.39  1.26  -1.00  -0.64
C  1.38  0.70  -1.78  0.66
O  1.71  1.17  -2.85  -0.62
C  1.99  -0.51  -1.20  -0.21
C  2.72  -1.35  -1.98  0.29
N  3.33  -2.47  -1.45  -0.58
C  3.34  -2.66  -0.11  0.51
N  3.93  -3.61  0.59  -0.52
C  3.60  -3.29  1.87  0.34
N  2.86  -2.21  1.97  -0.32
N  2.70  -1.81  0.70  -0.19
C  1.80  -0.76  0.29  -0.07
C  0.40  -1.20  0.66  -0.07
C  -0.22  -2.21  -0.06  -0.17
C  -1.47  -2.70  0.30  0.00
C  -2.09  -2.15  1.42  -0.20
C  -1.49  -1.15  2.15  -0.20
C  -0.24  -0.67  1.78  -0.23
H  0.25  0.10  2.36  0.22
H  -1.98  -0.73  3.01  0.22
H  -3.07  -2.52  1.71  0.21
C  -2.11  -3.81  -0.47  -0.63
H  -3.19  -3.74  -0.42  0.22
H  -1.80  -3.79  -1.51  0.22
H  -1.81  -4.77  -0.05  0.23
H  0.29  -2.63  -0.92  0.21
H  2.06  0.15  0.86  0.22
C  4.01  -4.12  3.03  -0.44
H  4.36  -5.08  2.65  0.23
H  4.83  -3.63  3.55  0.23
C  2.84  -4.32  4.00  -0.41
H  2.50  -3.33  4.34  0.21
H  3.18  -4.88  4.88  0.21
C  1.67  -5.05  3.35  -0.06
O  0.59  -5.23  4.22  -0.72
H  0.31  -4.37  4.54  0.46
H  1.98  -6.06  3.05  0.17
H  1.35  -4.50  2.45  0.16
H  3.89  -3.07  -2.03  0.43
C  2.92  -1.19  -3.45  -0.65
H  2.01  -0.85  -3.94  0.26
H  3.67  -0.42  -3.63  0.25
H  3.25  -2.12  -3.90  0.20
H  0.08  0.71  -0.21  0.41
H  -1.63  1.95  0.44  0.21
H  -3.00  3.98  0.19  0.23
H  -6.20  6.14  -1.63  0.21
H  -5.19  6.88  -2.88  0.22
H  -6.27  7.89  -1.90  0.21

5 unconnected molecules or ions with the total composition C13H15F3N2O9, computed with wB97M-V/def2-TZVPD.

Energy above the lowest of the compared OMol25 structures with the same formula, charge and spin = 60.6 kJ/mol
LUMO energy = 0.23 eV
Kohn-Sham gap = 0.4143 hartree

Last column: natural (NBO) charge in e.
Element x y z (Å)
C  1.73  -3.34  -0.15  -0.12
C  0.61  -2.76  0.71  0.43
O  -0.25  -3.81  0.88  -0.48
C  0.01  -4.80  -0.03  0.97
O  -0.53  -5.86  -0.06  -0.55
O  1.04  -4.45  -0.79  -0.49
F  0.05  -1.71  0.01  -0.36
H  2.54  -3.79  0.43  0.20
H  2.12  -2.65  -0.89  0.21
H  1.08  -2.35  1.61  0.18
C  -1.92  2.89  -5.69  -0.12
C  -2.87  1.70  -5.50  0.43
O  -2.78  1.47  -4.12  -0.48
C  -1.53  1.87  -3.73  0.97
O  -0.99  1.56  -2.72  -0.57
O  -1.00  2.68  -4.63  -0.48
F  -2.39  0.63  -6.20  -0.33
H  -2.52  3.78  -5.47  0.19
H  -1.51  3.03  -6.68  0.22
H  -3.83  2.07  -5.85  0.17
C  1.31  -0.83  5.44  -0.13
C  2.55  -1.16  4.57  0.43
O  2.17  -2.30  3.85  -0.52
C  0.91  -2.73  4.27  0.98
O  0.40  -3.70  3.82  -0.55
O  0.37  -1.78  5.04  -0.46
F  3.62  -1.47  5.36  -0.35
H  0.94  0.16  5.17  0.22
H  1.60  -0.77  6.49  0.20
H  2.76  -0.24  4.01  0.17
C  -1.53  0.86  0.68  -0.73
C  -0.85  0.53  1.94  0.35
N  -0.37  0.28  2.95  -0.41
H  -0.89  1.57  0.16  0.26
H  -2.43  1.44  0.88  0.26
H  -1.71  0.05  -0.02  0.27
C  1.01  3.98  -1.29  -0.75
C  -0.06  4.09  -0.31  0.30
N  -0.89  4.13  0.48  -0.34
H  0.64  3.45  -2.17  0.28
H  1.85  3.35  -1.00  0.26
H  1.53  4.92  -1.45  0.26

Number 1: calculated total energy -8605.989 eV, maximum force 0.112 hartree/bohr. Number 2: calculated total energy -41087.761 eV, maximum force 0.132 hartree/bohr. Number 3: calculated total energy -11231.278 eV, maximum force 0.099 hartree/bohr. Number 4: calculated total energy -122448.032 eV, maximum force 0.103 hartree/bohr. Number 5: calculated total energy -43074.975 eV, maximum force 0.023 hartree/bohr. Number 6: calculated total energy -43283.737 eV, maximum force 0.048 hartree/bohr.